1.
Entry from the OMol25 dataset: one molecule with the formula C17H28N2O3S at a distorted geometry (the ωB97M-V functional and the def2-TZVPD basis).

Results
HOMO: -8.15 eV
Orbital gap: 8.83 eV
E_tot: -1397.95911 hartree
Largest force on an atom: 1.52 eV/A
Structure (SMILES): CCCCCCCCCCS(=O)(=O)N/N=C/c1ccc(O)cc1
Relative energy (zero: lowest compared OMol25 entry of this formula, charge and spin): 94.0 kJ/mol
Molar mass: 340.49 Da

Cartesian coordinates (Å):
C: -9.282209 -1.031240 1.696472
C: -8.497001 -0.487631 0.509147
C: -7.178885 0.149173 0.942590
C: -6.387019 0.696968 -0.242173
C: -5.073135 1.341016 0.194538
H: -5.285533 2.162417 0.883565
C: -4.281184 1.873398 -0.997636
C: -3.041019 2.674810 -0.598822
C: -2.007581 1.897820 0.218330
C: -1.446093 0.688070 -0.529066
C: -0.329342 0.005276 0.234161
H: -0.661342 -0.393092 1.188379
H: 0.539600 0.643575 0.367439
S: 0.179702 -1.421826 -0.768731
O: 0.664434 -0.955386 -2.031890
O: -0.861904 -2.403138 -0.742537
N: 1.435688 -2.121673 0.117892
N: 2.654743 -1.637419 0.384620
C: 3.112282 -0.611719 -0.218758
C: 4.437725 -0.112118 0.083074
C: 4.931909 0.996715 -0.603424
C: 6.192122 1.491241 -0.333414
C: 6.987165 0.885739 0.634060
C: 6.502144 -0.223489 1.327149
C: 5.246008 -0.713062 1.053387
H: 4.862264 -1.571502 1.580221
H: 7.133527 -0.680453 2.072440
O: 8.231252 1.338089 0.934654
H: 8.449026 2.098798 0.382118
H: 6.566381 2.350742 -0.874553
H: 4.323071 1.470671 -1.359594
H: 2.549458 -0.080560 -0.985325
H: 1.169288 -2.911274 0.683889
H: -2.230078 -0.050157 -0.701324
H: -1.059707 0.997685 -1.502193
H: -2.451392 1.569832 1.159324
H: -1.184923 2.574580 0.463134
H: -3.356852 3.542621 -0.014508
H: -2.561436 3.046012 -1.507449
H: -4.930581 2.528481 -1.583905
H: -3.993665 1.042282 -1.643046
H: -4.480968 0.598367 0.731784
H: -6.174324 -0.115626 -0.940702
H: -6.994529 1.435459 -0.771036
H: -6.575419 -0.595770 1.466800
H: -7.385325 0.960472 1.645203
H: -9.101176 0.256276 -0.015394
H: -8.290843 -1.299458 -0.191960
H: -8.704397 -1.789521 2.220557
H: -10.216399 -1.479364 1.366025
H: -9.513978 -0.232894 2.398422

Force components x, y, z for each atom (eV/Å):
0.017 0.040 -0.260
0.103 0.016 0.345
-0.167 -0.031 -0.492
0.150 0.017 0.487
-0.116 -0.035 -0.503
0.034 0.022 0.110
0.097 0.164 0.313
-0.018 -0.167 0.011
0.030 -0.047 -0.238
-0.180 0.276 0.085
0.128 -0.667 -0.697
0.029 -0.078 0.120
0.144 0.050 0.049
0.293 -0.143 0.807
0.268 0.205 0.115
-0.075 -0.071 0.270
-1.337 -0.078 -0.721
0.874 0.482 0.120
-0.544 -0.176 -0.107
0.625 0.267 0.145
-0.184 -0.328 0.170
0.280 0.056 0.109
-0.390 -0.008 -0.203
0.249 0.170 -0.019
-0.089 0.158 -0.194
0.003 -0.101 0.098
0.060 -0.073 0.098
0.199 0.053 0.059
-0.072 -0.114 0.063
0.027 0.065 -0.040
-0.073 0.054 -0.085
-0.011 -0.041 -0.014
-0.149 0.033 -0.068
-0.081 0.037 -0.087
-0.081 0.024 -0.051
0.032 0.005 0.118
0.020 -0.001 0.095
0.006 0.075 -0.048
0.045 0.106 0.001
-0.019 -0.053 -0.082
-0.046 -0.048 -0.113
0.043 -0.019 0.135
-0.026 -0.020 -0.099
-0.022 0.008 -0.089
0.039 -0.008 0.099
0.026 0.016 0.098
0.005 -0.006 -0.096
-0.013 0.022 -0.095
0.023 -0.088 0.099
-0.113 -0.067 0.067
-0.047 0.050 0.113

=====

2.
Entry from the OMol25 dataset: a 3-piece molecular cluster, C6H11N3 overall at a distorted geometry (the ωB97M-V functional and the def2-TZVPD basis).

Results
HOMO (alpha / beta): -6.65 / -7.93 eV
Orbital gap (alpha / beta): 6.93 / 8.62 eV
E_tot: -399.17088 hartree
Largest force on an atom: 1.50 eV/A
Relative energy (zero: lowest compared OMol25 entry of this formula, charge and spin): 851.6 kJ/mol
Molar mass: 125.17 Da

Cartesian coordinates (Å):
C: -2.069093 -1.964005 -0.288506
N: 0.507362 -0.011010 -0.620483
C: -0.702086 -1.972809 0.291533
C: 0.075384 0.280230 0.519619
N: -0.205486 0.238987 -1.756327
C: 1.316317 2.340024 -0.158677
C: -0.209976 0.550741 1.764648
C: 2.629176 2.357763 -0.063975
N: 0.049192 -2.800491 0.791064
H: 0.429823 0.259835 -2.541235
H: -0.773586 1.079774 -1.706944
H: -0.291422 -3.771365 0.880459
H: 0.689469 3.216653 -0.334905
H: -2.491004 -2.978572 -0.320018
H: -2.719659 -1.323739 0.310822
H: -2.036819 -1.550902 -1.297109
H: -0.768370 -0.152908 2.368122
H: 0.140217 1.478098 2.198087
H: 3.206238 1.449670 0.105240
H: 3.224325 3.274025 -0.141416

Force components x, y, z for each atom (eV/Å):
-0.081 -0.191 -0.055
0.194 0.553 1.383
-0.760 -0.555 0.234
0.564 -0.246 -1.285
-0.374 0.051 -0.350
0.839 1.220 -0.086
-0.011 0.032 0.001
-0.103 -0.343 0.051
0.209 -0.323 0.223
-0.043 0.071 0.063
0.088 -0.028 -0.027
-0.013 0.084 -0.141
-0.180 -0.275 0.033
-0.001 0.063 0.002
0.036 -0.022 -0.017
0.003 -0.026 0.056
0.023 0.010 -0.055
-0.042 -0.023 -0.005
-0.099 0.027 -0.019
-0.249 -0.079 -0.006

=====

3.
Entry from the OMol25 dataset: C21H17Br27F2NO7 as an isolated structure at a distorted geometry (the ωB97M-V functional and the def2-TZVPD basis).

Results
Total charge: -1
HOMO: -5.28 eV
Orbital gap: 5.78 eV
E_tot: -71089.58453 hartree
Largest force on an atom: 7.60 eV/A
Molar mass: 2590.77 Da

Cartesian coordinates (Å):
O: 0.280906 7.738185 -0.721496
N: 0.165204 6.955919 -1.623308
O: 0.823653 5.800862 -1.324799
C: -0.009232 4.851598 -0.650153
C: 0.548047 3.591689 -0.239118
C: 2.119304 3.271564 -0.503290
O: 2.815619 2.835663 0.487869
O: 2.687382 3.413720 -1.746633
C: -0.432114 2.524972 0.482452
O: -0.074882 1.808066 1.449504
C: -1.938745 2.483922 -0.108252
C: -2.766857 1.126290 -0.226004
C: -3.270874 0.732346 1.265776
O: -2.681065 -0.135116 1.955266
F: -4.461938 1.401117 1.734618
C: -2.474616 3.728868 -0.516584
C: -3.911252 3.966829 -1.163298
C: -3.676698 4.722599 -2.578470
C: -4.461304 4.071134 -3.812776
F: -3.633685 4.274410 -5.005291
C: -1.562548 5.053691 -0.318520
O: -2.088437 6.112952 0.102425
H: -2.111546 0.251105 -0.602593
H: -3.667143 1.166284 -0.923639
H: -4.573209 3.041171 -1.228594
H: -4.456562 4.731210 -0.485858
H: -2.550213 4.667251 -2.843716
H: -3.889981 5.846641 -2.430449
H: -4.571686 2.941798 -3.685146
H: -5.443869 4.622754 -3.995838
C: -2.658984 -3.595233 -0.188049
Br: -1.857102 -3.392204 -1.944509
Br: -1.783711 -4.971800 0.875889
Br: -2.733080 -1.899572 0.764700
H: -3.686934 -3.921146 -0.345253
C: 3.629010 9.527187 -1.419045
Br: 3.459293 7.736810 -2.141495
Br: 5.439583 9.898721 -0.828265
Br: 2.985830 10.871546 -2.662381
H: 2.990300 9.577037 -0.538256
C: 2.098432 -4.654085 2.209176
Br: 2.751104 -6.473040 2.384807
Br: 1.917190 -4.129260 0.351903
Br: 0.453727 -4.379419 3.200578
H: 2.849532 -4.001749 2.652118
C: 5.523500 -9.810017 1.853645
Br: 7.092698 -8.671905 1.920551
Br: 4.316773 -9.461735 3.331792
Br: 4.618809 -9.691357 0.141920
H: 5.870613 -10.837440 1.960431
C: -4.110258 -1.365293 5.564609
Br: -4.039823 -0.564114 7.330756
Br: -4.448186 -0.045008 4.186032
Br: -2.521445 -2.411779 5.183684
H: -4.953766 -2.053828 5.560933
C: 1.281068 3.531495 4.468084
Br: 1.917549 5.317802 4.877905
Br: 1.926711 2.224393 5.748076
Br: -0.649974 3.476944 4.295636
H: 1.695902 3.259504 3.496488
C: -0.123517 5.352221 -5.680310
Br: -0.040481 6.126094 -3.902180
Br: -0.462969 6.697846 -7.038305
Br: 1.457601 4.303076 -6.084145
H: -0.971453 4.667964 -5.691630
C: 0.734657 -6.813162 -3.039481
Br: 2.312708 -5.686004 -2.993371
Br: -0.468491 -6.434224 -1.564739
Br: -0.171832 -6.712751 -4.753022
H: 1.074237 -7.840798 -2.919066
C: 5.348976 -14.186616 2.137990
Br: 6.921668 -13.052265 2.205186
Br: 4.143983 -13.834090 3.616054
Br: 4.446055 -14.063932 0.425947
H: 5.692841 -15.214308 2.244526

Force components x, y, z for each atom (eV/Å):
-0.444 -1.059 -2.145
-0.144 3.324 3.481
-0.586 -2.799 1.788
0.099 -3.658 1.160
-1.019 2.270 -1.176
4.834 -1.219 -1.933
-3.101 1.469 -1.930
-4.026 0.002 4.900
0.753 -0.706 1.434
-1.468 2.420 -3.758
-0.602 2.311 -0.933
0.095 0.033 1.084
1.962 -1.974 0.981
-3.016 6.836 -1.376
2.666 -1.328 -1.124
0.811 -1.980 0.679
0.574 1.475 0.576
0.606 -0.121 -0.144
0.915 0.796 0.214
-1.262 -0.294 1.543
-0.580 1.483 0.535
1.675 -3.428 -1.687
-0.933 1.574 0.951
1.224 0.349 1.062
1.180 1.149 0.046
0.830 -1.399 -0.943
-1.830 -0.036 0.310
0.135 -1.843 -0.480
0.023 1.608 -0.240
1.276 -1.053 0.110
-0.474 -0.083 -0.172
-0.255 0.357 0.257
-0.700 0.392 -0.224
0.456 -3.715 -1.608
0.335 -0.070 -0.047
-0.147 -0.258 0.030
0.178 0.391 0.137
-0.292 -0.034 -0.138
0.138 -0.195 0.186
0.182 0.015 -0.241
0.085 0.203 -0.039
-0.164 0.333 -0.057
0.043 -0.108 0.434
0.626 -0.036 0.196
-0.220 -0.186 -0.108
-0.030 -0.028 -0.040
-0.331 -0.209 -0.012
0.247 -0.109 -0.269
0.164 0.028 0.354
-0.182 0.464 -0.043
-0.210 0.031 -0.109
0.035 -0.136 -0.281
-0.239 -0.450 1.033
-0.249 0.250 0.055
0.261 0.178 0.034
0.049 -0.076 -0.289
-0.152 -0.330 -0.015
-0.161 0.272 -0.181
0.335 0.062 0.162
-0.101 0.034 0.161
-0.078 -0.220 0.161
-0.294 -0.428 -2.178
0.063 -0.161 0.157
-0.274 0.237 0.076
0.195 0.201 -0.066
-0.032 -0.231 0.144
-0.332 -0.188 -0.072
0.664 -0.537 -0.556
0.141 0.030 0.255
-0.060 0.297 -0.098
-0.108 -0.161 -0.001
-0.139 -0.389 0.013
0.256 0.002 -0.324
0.192 0.049 0.365
-0.065 0.306 -0.028

=====

4.
Entry from the OMol25 dataset: C23H44CeNP3S as an isolated structure at a distorted geometry (the ωB97M-V functional and the def2-TZVPD basis).

Results
Total charge: +3
Multiplicity: 2
HOMO (alpha / beta): -15.54 / -15.50 eV
Orbital gap (alpha / beta): 6.17 / 3.17 eV
E_tot: -2853.70948 hartree
Largest force on an atom: 4.37 eV/A
Relative energy (zero: lowest compared OMol25 entry of this formula, charge and spin): 439.6 kJ/mol
<S²>: 0.770
Molar mass: 599.72 Da

Cartesian coordinates (Å):
Ce: -0.174356 -0.326072 0.552529
P: -2.175128 -2.117567 0.695694
P: 1.248221 -1.982503 -0.777779
P: -1.758083 1.612854 0.883092
H: 4.484380 4.619250 -6.529301
C: 4.298985 5.404802 -5.793615
C: 5.216139 5.689291 -4.826765
H: 6.157481 5.137492 -4.764105
C: -3.019828 -2.156930 -0.861415
C: -1.655567 -3.720375 1.023532
C: -3.304216 -1.702929 1.933710
C: 2.802217 -1.247221 -1.141381
C: 1.639642 -3.497587 -0.028195
C: 0.528553 -2.351961 -2.374276
C: -1.007177 3.175427 0.597533
C: -2.558978 1.801693 2.414765
C: -3.101935 1.501610 -0.316927
H: 3.366145 5.965994 -5.864825
H: 5.038761 6.484926 -4.099714
H: -3.828788 -2.873309 -0.685912
H: -2.370818 -2.514575 -1.669300
H: -3.435750 -1.188837 -1.163206
H: -2.592693 -4.235080 1.253414
H: -0.983514 -3.809440 1.891235
H: -1.179136 -4.211713 0.165698
H: -3.968825 -2.572194 1.959564
H: -3.902543 -0.803055 1.715086
H: -2.848529 -1.573218 2.925835
H: 3.420777 -2.084435 -1.456961
H: 3.261707 -0.748056 -0.268176
H: 2.733546 -0.500816 -1.943624
H: 1.597904 -4.258172 -0.814985
H: 0.990538 -3.823224 0.805238
H: 2.667067 -3.430732 0.347279
H: 1.356149 -2.724384 -2.988251
H: 0.083969 -1.465389 -2.854793
H: -0.249156 -3.124444 -2.290982
H: -1.769839 3.905693 0.817313
H: -0.654694 3.297935 -0.440967
H: -0.142229 3.339311 1.274244
H: -3.396692 2.485383 2.226179
H: -1.879973 2.272941 3.143128
H: -2.953882 0.876622 2.857952
H: -3.565501 2.494658 -0.316977
H: -3.829707 0.744112 -0.001662
H: -2.755691 1.251069 -1.333061
C: 1.531486 1.946496 -1.568233
C: 0.513718 1.854331 -2.531824
C: 0.747775 2.296284 -3.839362
C: 1.983353 2.831328 -4.186232
C: 2.988810 2.925189 -3.227913
C: 2.764951 2.487179 -1.927563
S: 1.405175 1.435730 0.093219
H: -0.964589 -0.195158 -1.162797
H: -0.463419 1.441008 -2.257427
H: -0.050829 2.220939 -4.580232
H: 2.167171 3.182906 -5.217667
H: 3.961064 3.344751 -3.486406
H: 3.547723 2.555089 -1.175432
N: 0.700720 -0.661882 2.690483
C: -0.043591 -1.388488 3.704546
C: -0.926568 -0.711534 4.483245
C: -1.613755 -1.399619 5.482737
C: -1.394007 -2.749385 5.669869
C: -0.487976 -3.408857 4.867519
C: 0.200275 -2.720633 3.867014
H: 0.796574 0.333571 2.845107
H: 1.557362 -1.101174 2.365495
H: -1.113111 0.388718 4.361737
H: -2.337316 -0.856631 6.135420
H: -1.940106 -3.298348 6.463776
H: -0.297909 -4.496511 5.017177
H: 0.938065 -3.272142 3.237880

Force components x, y, z for each atom (eV/Å):
-0.254 -2.698 2.707
0.823 1.713 -1.649
-0.230 -0.463 -2.249
-1.834 1.593 -1.338
-0.034 0.281 0.140
1.114 0.206 1.366
-1.233 -0.480 -1.135
-0.268 0.246 -0.041
-0.955 -0.512 -0.477
0.392 -2.431 0.544
-1.796 0.248 1.417
1.448 0.688 -0.169
0.522 -1.947 1.100
-0.135 -0.213 -0.877
0.844 1.361 -0.101
-0.895 0.350 1.889
-0.348 0.146 -0.469
0.267 -0.095 -0.055
0.111 -0.219 -0.254
-0.238 0.015 -0.585
-0.164 0.030 0.272
0.106 -0.281 0.201
0.207 -0.611 0.060
-0.412 0.101 -0.236
-0.243 0.149 0.136
-0.419 0.219 0.415
0.194 -0.445 -0.049
-0.033 -0.200 -0.286
0.488 0.153 -0.200
-0.108 -0.397 -0.372
-0.014 -0.299 0.138
0.177 -0.184 0.255
0.292 0.222 -0.498
-0.125 -0.252 0.004
-0.276 -0.154 -0.205
0.273 -0.339 0.264
0.284 0.166 -0.039
-0.152 0.685 -0.032
-0.290 -0.047 0.460
-0.599 -0.012 -0.342
0.029 -0.027 0.345
-0.286 -0.085 -0.171
0.128 0.313 -0.221
-0.265 -0.201 -0.138
0.067 0.277 -0.071
-0.113 0.190 0.494
0.058 -0.240 1.296
-1.139 0.221 -1.525
-1.235 -0.775 1.149
0.311 0.356 -0.947
0.877 -0.062 1.246
1.523 0.709 -1.125
2.340 3.114 -1.987
-0.443 0.011 -0.926
0.470 0.199 -0.174
0.260 0.033 0.247
-0.078 -0.198 0.696
-0.278 -0.017 -0.035
-0.071 0.054 -0.221
-0.203 -0.462 0.392
1.309 0.638 -0.874
-1.344 1.678 0.928
-0.771 0.915 0.459
-0.687 -0.537 0.891
0.538 -1.243 -0.358
0.483 -1.771 -0.063
0.617 0.131 0.848
0.485 0.076 0.813
0.380 -1.166 0.135
0.731 -0.492 -0.639
0.483 0.458 -0.626
-0.144 1.026 -0.135
-0.516 0.586 0.590

=====

5.
Entry from the OMol25 dataset: one molecule with the formula C3H7O3P at a distorted geometry (the ωB97M-V functional and the def2-TZVPD basis).

Results
HOMO: -9.85 eV
Orbital gap: 10.30 eV
E_tot: -685.50972 hartree
Largest force on an atom: 4.92 eV/A
Structure (SMILES): O=C(P)[C@H](O)CO
Relative energy (zero: lowest compared OMol25 entry of this formula, charge and spin): 299.3 kJ/mol
Molar mass: 122.06 Da

Cartesian coordinates (Å):
C: -0.998163 0.418012 -0.002598
C: 1.460771 -0.256935 0.015648
C: 0.381068 0.698711 0.561666
O: -1.473973 1.386530 -0.548613
O: 1.139173 -1.634303 0.155178
O: 0.895408 1.989135 0.229423
P: -1.780441 -1.231391 0.210630
H: 1.671185 -0.037468 -0.934266
H: 2.325851 -0.099806 0.623933
H: 0.129492 0.629857 1.666531
H: 0.438520 -1.792553 -0.543834
H: 0.114568 2.443983 -0.228908
H: -3.085291 -0.921721 -0.197691
H: -1.218170 -1.592056 -1.007102

Force components x, y, z for each atom (eV/Å):
0.836 1.983 -0.587
-1.203 -1.167 4.621
0.629 -0.197 0.542
-1.337 -0.107 -0.366
-1.434 -0.187 -1.418
-2.304 -0.024 -0.480
-0.178 -0.474 1.276
0.702 1.169 -3.836
0.718 0.135 0.210
0.997 -0.172 -0.754
1.584 -0.246 1.274
1.302 -0.666 0.757
-0.007 0.288 -0.527
-0.305 -0.335 -0.711